# C3H7NO2

C3H7NO2 in the gas phase at a distorted geometry (ωB97M-V with the def2-TZVPD basis set, the OMol25 dataset).

HOMO-LUMO gap = 10.47 eV
E = -323.74342 a.u.
SMILES string = C[C@@H](N)C(=O)O

Each line ends with the Mulliken charge.
Geometry (Å):
C 0.35130 1.27064 -0.81691  -1.207
C 0.19607 0.27957 0.29826  0.462
N -0.83361 0.51663 1.36722  -0.696
C 0.39276 -1.12643 -0.23248  0.408
O 1.25919 -1.39708 -1.02562  -0.550
O -0.58027 -2.00867 0.18098  -0.452
H 1.29567 1.21857 -1.31992  0.331
H -0.50922 1.12097 -1.58502  0.289
H 0.30311 2.23569 -0.33990  0.345
H 1.09003 0.43782 0.95085  0.181
H -0.72680 -0.24639 2.07242  0.295
H -1.76175 0.34662 0.96643  0.254
H -0.47648 -2.64793 -0.51632  0.339